Version one
# C3H13NO3S

A 3-piece molecular cluster, C3H13NO3S overall (ωB97M-V/def2-TZVPD, the OMol25 dataset).

Properties
* frontier orbital gap: 9.152 eV
* 2S+1: 1
* structure (SMILES): OCNCCS.O.O

Bonds (Å) are listed after each position.
CARTESIAN COORDINATES (ANGSTROEM)
1 C -0.401 1.276 -0.969  C2 1.534, N4 1.461, H7 1.079, H8 1.086
2 C 0.893 0.463 -0.832  C1 1.534, S3 1.838, H9 1.085, H10 1.081
3 S 2.362 1.475 -1.277  C2 1.838, H11 1.335
4 N -1.445 0.959 0.002  C1 1.461, C5 1.427, H12 1.009
5 C -1.154 1.091 1.393  N4 1.427, O6 1.430, H13 1.094, H14 1.084
6 O -0.606 -0.098 1.968  C5 1.430, H15 0.970
7 H -0.806 1.155 -1.961  C1 1.079
8 H -0.263 2.345 -0.835  C1 1.086
9 H 1.039 0.177 0.204  C2 1.085
10 H 0.851 -0.409 -1.470  C2 1.081
11 H 2.178 2.318 -0.258  S3 1.335
12 H -2.054 0.170 -0.152  N4 1.009
13 H -2.120 1.296 1.863  C5 1.094
14 H -0.422 1.876 1.550  C5 1.084
15 H -0.825 -0.849 1.393  O6 0.970
16 H 1.048 -3.343 0.847  O18 0.961
17 H 0.185 -2.848 2.054  O18 0.965
18 O 0.149 -3.206 1.158  H16 0.961, H17 0.965
19 H -2.526 -2.283 -1.259  O21 0.962
20 H -1.744 -3.316 -0.403  O21 0.962
21 O -1.755 -2.400 -0.696  H19 0.962, H20 0.962

Here are the natural (NBO) charges for atoms 1 to 6, given in e: -0.228 -0.530 -0.059 -0.653 0.090 -0.765


Version two
# C3H13NO3S

A 3-piece molecular cluster, C3H13NO3S overall (ωB97M-V/def2-TZVPD, the OMol25 dataset).

Properties
* frontier orbital gap: 9.637 eV
* 2S+1: 1
* structure (SMILES): N[C@H](CO)CS.O.O

Bonds (Å) are listed after each position.
CARTESIAN COORDINATES (ANGSTROEM)
1 C 1.749 -0.829 -0.630  O2 1.420, C3 1.535, H7 1.101, H8 1.082
2 O 3.086 -0.497 -0.975  C1 1.420, H9 0.956
3 C 1.320 0.061 0.546  C1 1.535, C4 1.519, N6 1.484, H10 1.092
4 C 0.062 -0.422 1.248  C3 1.519, S5 1.862, H11 1.090, H12 1.086
5 S 0.114 -2.226 1.710  C4 1.862, H13 1.315
6 N 0.992 1.401 -0.001  C3 1.484, H14 1.020, H15 1.010
7 H 1.028 -0.590 -1.426  C1 1.101
8 H 1.701 -1.901 -0.490  C1 1.082
9 H 3.142 0.067 -1.745  O2 0.956
10 H 2.179 0.065 1.219  C3 1.092
11 H -0.765 -0.330 0.543  C4 1.090
12 H -0.304 -0.011 2.184  C4 1.086
13 H -0.376 -2.705 0.588  S5 1.315
14 H 1.826 1.981 -0.093  N6 1.020
15 H 0.500 1.861 0.752  N6 1.010
16 H -1.706 2.192 -0.453  O18 0.959
17 H -2.985 1.496 0.030  O18 0.968
18 O -2.661 2.280 -0.437  H16 0.959, H17 0.968
19 H -3.629 -1.153 -0.829  O21 0.956
20 H -2.350 -0.164 -1.194  O21 0.958
21 O -2.924 -0.574 -0.546  H19 0.956, H20 0.958

Here are the natural (NBO) charges for atoms 1 to 6, given in e: -0.073 -0.731 -0.100 -0.516 -0.057 -0.847


Which structure is most stable, and how do the rest compare? From most to least stable: version one, version two.


Version one
# C6H13NO3

A 2-piece molecular cluster, C6H13NO3 overall (ωB97M-V/def2-TZVPD, the OMol25 dataset).

Properties
* frontier orbital gap: 10.829 eV
* 2S+1: 1
* structure (SMILES): [H]/N=C(/C)OC.COC(C)=O

Bonds (Å) are listed after each position.
CARTESIAN COORDINATES (ANGSTROEM)
1 C -2.425 0.615 1.142  O4 1.425, H6 1.089, H7 1.090, H8 1.092
2 C -0.498 -2.388 0.190  C3 1.504, H9 1.086, H10 1.086, H11 1.089
3 C -1.348 -1.169 -0.040  C2 1.504, O4 1.394, O5 1.200
4 O -1.498 -0.467 1.155  C1 1.425, C3 1.394
5 O -2.011 -0.943 -1.013  C3 1.200
6 H -2.881 0.668 2.129  C1 1.089
7 H -3.191 0.451 0.383  C1 1.090
8 H -1.889 1.537 0.905  C1 1.092
9 H -0.048 -2.690 -0.752  C2 1.086
10 H 0.273 -2.185 0.926  C2 1.086
11 H -1.134 -3.193 0.555  C2 1.089
12 C 0.315 1.015 -1.746  O15 1.409, H18 1.091, H19 1.099, H20 1.092
13 C 2.827 0.862 -0.125  C14 1.488, H21 1.086, H22 1.090, H23 1.090
14 C 1.479 0.541 0.419  C13 1.488, O15 1.467, N16 1.238
15 O 0.462 0.223 -0.590  C12 1.409, C14 1.467
16 N 1.176 0.466 1.617  C14 1.238, H17 1.073
17 H 0.147 0.199 1.768  N16 1.073
18 H -0.602 0.670 -2.226  C12 1.091
19 H 0.201 2.078 -1.493  C12 1.099
20 H 1.169 0.907 -2.417  C12 1.092
21 H 3.521 0.937 0.706  C13 1.086
22 H 2.807 1.796 -0.688  C13 1.090
23 H 3.147 0.070 -0.801  C13 1.090

Here are the natural (NBO) charges for atoms 1 to 6, given in e: -0.270 -0.714 0.855 -0.562 -0.616 0.195


Version two
# C6H13NO3

A 2-piece molecular cluster, C6H13NO3 overall (ωB97M-V/def2-TZVPD, the OMol25 dataset).

Properties
* frontier orbital gap: 9.332 eV
* 2S+1: 1
* structure (SMILES): C=C(N)OC.COC(C)=O

Bonds (Å) are listed after each position.
CARTESIAN COORDINATES (ANGSTROEM)
1 C 2.992 -0.938 -0.081  O4 1.418, H6 1.093, H7 1.091, H8 1.092
2 C 0.703 1.630 -1.333  C3 1.502, H9 1.091, H10 1.087, H11 1.086
3 C 1.086 0.201 -1.074  C2 1.502, O4 1.421, O5 1.205
4 O 2.156 0.206 -0.139  C1 1.418, C3 1.421
5 O 0.853 -0.777 -1.738  C3 1.205
6 H 2.536 -1.759 -0.639  C1 1.093
7 H 3.966 -0.704 -0.512  C1 1.091
8 H 3.121 -1.227 0.965  C1 1.092
9 H 0.062 1.939 -0.506  C2 1.091
10 H 0.195 1.714 -2.291  C2 1.087
11 H 1.579 2.269 -1.280  C2 1.086
12 C -1.922 -1.449 -0.551  O16 1.415, H19 1.092, H20 1.092, H21 1.090
13 C -1.483 0.375 1.055  N14 1.377, C15 1.331, O16 1.455
14 N -1.846 1.687 1.262  C13 1.377, H17 1.009, H18 1.010
15 C -0.763 -0.376 1.885  C13 1.331, H22 1.073, H23 1.076
16 O -1.888 -0.063 -0.272  C12 1.415, C13 1.455
17 H -2.199 1.920 2.178  N14 1.009
18 H -2.451 2.073 0.551  N14 1.010
19 H -0.898 -1.774 -0.750  C12 1.092
20 H -2.348 -2.047 0.257  C12 1.092
21 H -2.506 -1.559 -1.465  C12 1.090
22 H -0.455 -1.373 1.632  C15 1.073
23 H -0.491 0.028 2.844  C15 1.076

Here are the natural (NBO) charges for atoms 1 to 6, given in e: -0.266 -0.725 0.826 -0.547 -0.597 0.205


Version three
# C6H13NO3

A single C6H13NO3 molecule (ωB97M-V/def2-TZVPD, the OMol25 dataset).

Properties
* frontier orbital gap: 10.627 eV
* 2S+1: 1
* structure (SMILES): [H]/N=C(/O)C[C@H](O)[C@H](O)CC

Bonds (Å) are listed after each position.
CARTESIAN COORDINATES (ANGSTROEM)
1 C -3.412 0.295 0.040  C2 1.523, H10 1.100, H11 1.099, H12 1.099
2 C -2.013 0.545 -0.509  C1 1.523, C3 1.526, H13 1.104, H14 1.099
3 C -0.915 -0.155 0.286  C2 1.526, O4 1.416, C5 1.541, H15 1.104
4 O -1.074 -1.562 0.281  C3 1.416, H16 0.963
5 C 0.491 0.233 -0.215  C3 1.541, O6 1.413, C7 1.532, H17 1.102
6 O 0.692 1.630 -0.170  C5 1.413, H18 0.963
7 C 1.586 -0.511 0.557  C5 1.532, C8 1.503, H19 1.099, H20 1.097
8 C 2.949 -0.167 0.025  C7 1.503, N9 1.278, O21 1.334
9 N 3.513 -0.605 -1.035  C8 1.278, H22 1.018
10 H -3.494 0.647 1.079  C1 1.100
11 H -4.165 0.826 -0.558  C1 1.099
12 H -3.663 -0.775 0.025  C1 1.099
13 H -1.948 0.210 -1.558  C2 1.104
14 H -1.800 1.623 -0.514  C2 1.099
15 H -0.990 0.141 1.346  C3 1.104
16 H -1.159 -1.868 -0.628  O4 0.963
17 H 0.558 -0.036 -1.281  C5 1.102
18 H 0.661 1.934 0.743  O6 0.963
19 H 1.531 -0.246 1.622  C7 1.099
20 H 1.419 -1.591 0.459  C7 1.097
21 O 3.729 0.492 0.884  C8 1.334, H23 1.015
22 H 2.860 -1.140 -1.604  N9 1.018
23 H 4.644 0.082 0.725  O21 1.015

Here are the natural (NBO) charges for atoms 1 to 6, given in e: -0.607 -0.424 0.082 -0.717 0.096 -0.709


Version four
# C6H13NO3

A single C6H13NO3 molecule (ωB97M-V/def2-TZVPD, the OMol25 dataset).

Properties
* frontier orbital gap: 7.821 eV
* 2S+1: 1

Bonds (Å) are listed after each position.
CARTESIAN COORDINATES (ANGSTROEM)
1 C -0.417 -1.284 0.329  C3 1.576, O4 1.387, O5 1.633, O6 1.325
2 C 1.185 0.251 1.577  C3 1.529, H12 1.090, H13 1.089, H14 1.088
3 C 0.788 -0.277 0.199  C1 1.576, C2 1.529, N7 1.398, C16 1.687
4 O -1.431 -0.934 1.208  C1 1.387, H8 0.966
5 O -1.145 -1.155 -1.127  C1 1.633, H9 0.968, C17 1.772
6 O 0.085 -2.496 0.517  C1 1.325, H10 1.174
7 N 1.861 -0.967 -0.372  C3 1.398, H11 1.021
8 H -1.544 -1.675 1.818  O4 0.966
9 H -2.081 -1.019 -0.923  O5 0.968
10 H 1.189 -2.298 0.172  O6 1.174
11 H 1.614 -1.305 -1.303  N7 1.021
12 H 1.587 -0.574 2.167  C2 1.090
13 H 1.974 0.991 1.456  C2 1.089
14 H 0.345 0.678 2.121  C2 1.088
15 C -0.711 1.979 0.017  C16 1.529, H19 1.092, H20 1.090, H21 1.088
16 C 0.176 0.987 -0.736  C3 1.687, C15 1.529, C17 1.459, H18 1.088
17 C -0.503 0.331 -1.849  O5 1.772, C16 1.459, H22 1.084, H23 1.088
18 H 1.111 1.435 -1.068  C16 1.088
19 H -1.111 2.732 -0.665  C15 1.092
20 H -1.538 1.470 0.511  C15 1.090
21 H -0.146 2.497 0.789  C15 1.088
22 H 0.129 -0.139 -2.595  C17 1.084
23 H -1.415 0.773 -2.244  C17 1.088

Here are the natural (NBO) charges for atoms 1 to 6, given in e: 0.745 -0.627 0.121 -0.738 -0.624 -0.747


Which structure is most stable, and how do the rest compare? From most to least stable: version three, version one, version two, version four.